This record from the Open Molecules 2025 dataset describes a molecular structure, C29H36N5O2Pd. The level of theory is wB97M-V/def2-TZVPD.

Each line ends with the Löwdin charge.
Positions of all 73 atoms, in Å:
Pd1 0.80468 1.26805 1.02895  0.916
O1 -0.17255 0.22407 -0.41790  -0.221
O2 -2.85964 -4.69195 -0.55460  -0.073
N1 2.56911 -0.30258 3.04700  0.038
N2 2.24087 4.59327 3.03660  -0.109
N3 1.85399 2.66702 2.06440  -0.086
N4 -2.77763 -2.37795 -1.86497  0.133
N5 1.58127 -0.46202 2.13521  -0.018
C1 1.55922 -2.45466 -3.01310  -0.074
C2 2.24177 -2.44533 2.95644  0.025
C3 0.28224 -2.39382 1.27361  -0.012
C4 -0.10523 2.73950 0.18444  -0.148
C5 -1.77204 -1.58967 -1.54343  0.027
C6 3.42680 3.90738 3.04458  -0.038
C7 2.30765 -1.39129 -2.45112  -0.046
C8 -2.74237 -5.99824 -2.60923  -0.003
C9 2.01753 5.94648 3.52477  0.010
C10 -0.93327 5.05666 -2.31526  -0.056
C11 2.99229 -1.46812 3.56654  -0.288
C12 1.74348 -0.48866 -1.60075  -0.011
C13 0.23272 -2.56111 -2.73373  -0.014
C14 -2.70827 -3.58240 -3.99138  -0.025
C15 -2.87924 -5.89602 0.20319  -0.057
C16 0.36906 -0.58821 -1.24110  -0.371
C17 -2.67795 -5.97345 -3.99575  -0.059
C18 -2.95731 4.38694 -0.99595  -0.057
C19 -2.73986 -3.59854 -2.60898  -0.187
C20 1.36300 -1.77539 2.08947  -0.310
C21 -2.66880 -4.77639 -4.69458  -0.071
C22 -1.47482 4.76912 -0.90859  -0.637
C23 4.04815 -1.53261 4.61364  -0.010
C24 3.17804 2.71550 2.43803  -0.135
C25 -0.71533 3.65644 -0.31363  -0.130
C26 1.32658 3.82173 2.43253  -0.132
C27 -1.31522 6.01820 -0.03213  -0.063
C28 -0.41168 -1.63118 -1.86482  -0.130
C29 -2.78255 -4.80264 -1.90149  -0.226
H1 -2.63611 -4.76952 -5.77459  0.110
H2 -2.70556 -2.62989 -4.50606  0.130
H3 0.30501 4.11693 2.26490  0.126
H4 -1.48640 5.88112 -2.77006  0.085
H5 3.70789 -1.07922 5.54548  0.088
H6 4.32980 4.32188 3.45597  0.129
H7 2.83524 0.62417 3.32655  0.111
H8 -2.75923 -6.94570 -2.09163  0.110
H9 2.31304 0.32647 -1.17218  0.101
H10 -1.91239 6.84120 -0.42995  0.085
H11 0.12212 5.32761 -2.27589  0.084
H12 -1.95440 -6.45908 0.06372  0.100
H13 2.61532 6.10744 4.41803  0.097
H14 -0.30923 -3.06485 1.89718  0.091
H15 -2.05715 -0.75746 -0.90709  0.153
H16 -2.64402 -6.91110 -4.53424  0.114
H17 -3.52591 5.19304 -1.46399  0.085
H18 -3.73487 -6.51676 -0.06874  0.100
H19 -3.63792 -2.19835 -1.36630  0.169
H20 -1.64957 5.81987 0.98814  0.079
H21 2.29841 -3.50558 3.13216  0.119
H22 -3.36987 4.20337 -0.00311  0.084
H23 0.68866 -2.97795 0.44630  0.093
H24 -1.03498 4.17836 -2.95313  0.085
H25 -0.33830 -3.35722 -3.18437  0.100
H26 3.88705 1.94538 2.18791  0.109
H27 3.35365 -1.28955 -2.71378  0.114
H28 -3.08473 3.48218 -1.59099  0.083
H29 -0.37393 -1.62625 0.87466  0.054
H30 -0.27206 6.33829 -0.00435  0.080
H31 0.96681 6.06331 3.77588  0.098
H32 2.03805 -3.16363 -3.67307  0.107
H33 -2.97038 -5.59353 1.24172  0.095
H34 4.30297 -2.56957 4.81771  0.086
H35 2.29258 6.67427 2.76384  0.101
H36 4.95569 -1.01783 4.29646  0.085

The total energy is -45675.68153 eV. The spin multiplicity is 1. Its net charge is +1.


This record from the Open Molecules 2025 dataset describes 2 unconnected molecules or ions with the total composition C4H12 at a distorted geometry. The level of theory is wB97M-V/def2-TZVPD.

Each line ends with the Löwdin charge.
Positions of all 16 atoms, in Å:
C1 -0.66745 1.69285 -0.59826  -0.174
C2 -0.75209 1.10116 -2.00389  -0.165
C3 0.82112 -1.36126 0.54033  -0.171
C4 0.60815 -1.41052 2.05744  -0.164
H1 1.25432 -0.72978 2.60538  0.057
H2 -1.07751 0.06615 -2.05576  0.056
H3 -1.36859 2.50383 -0.44875  0.057
H4 1.60403 -2.01517 0.14924  0.061
H5 0.33029 2.06295 -0.39397  0.059
H6 -0.82349 0.98964 0.22067  0.045
H7 -0.02316 -1.92068 0.10978  0.068
H8 -1.37837 1.65258 -2.70274  0.057
H9 0.24456 1.13326 -2.45788  0.062
H10 0.91058 -0.37071 0.11741  0.035
H11 -0.42180 -1.15335 2.27617  0.056
H12 0.81334 -2.40266 2.45930  0.061

The structure (SMILES) is CC.CC. The total energy is -4342.19947 eV. The spin multiplicity is 1. Its net charge is 0.


Calculated energy relative to the best compared isomer or geometry (same formula, charge and spin) (kJ/mol), listed in the same order as above: 41.70; 31.72
Calculated frontier orbital gap (eV), listed in the same order as above: 7.61; 12.75
Calculated HOMO energy (eV), listed in the same order as above: -10.453; -11.593